# 1
The following is a DFT calculation (ωB97M-V/def2-TZVPD) of an isolated molecule of C3H5IO in a non-equilibrium geometry.

Output
**Net charge**: 0
**Energy above the lowest of the compared OMol25 structures with the same formula, charge and spin**: 0.223 eV

Geometry as XYZ:
```
10
Properties=species:S:1:pos:R:3:lowdin_charge:R:1
C 0.886 -0.183 -0.355 -0.133
C -0.644 -0.379 0.051 -0.725
I -1.534 -2.107 -0.913 0.779
C -0.918 -0.364 1.559 -0.344
O -0.222 -0.001 2.484 0.052
H 1.556 -0.359 0.558 0.106
H 1.184 -0.487 -1.337 0.046
H 0.928 0.881 -0.515 0.056
H -1.361 0.397 -0.302 0.072
H -1.886 -0.845 1.789 0.091
```

=====

# 2
The following is a DFT calculation (ωB97M-V/def2-TZVPD) of a structure of composition C4H6N2O.

Output
**Net charge**: 0
**Energy above the lowest of the compared OMol25 structures with the same formula, charge and spin**: 4.007 eV

Geometry as XYZ:
```
13
Properties=species:S:1:pos:R:3:lowdin_charge:R:1
N 1.669 -0.223 -0.898 0.096
C 0.701 -0.228 0.026 -0.321
C -0.057 0.986 0.097 -0.431
O 0.143 1.952 -0.688 0.005
N -1.231 0.678 0.771 0.092
C -1.167 -0.626 1.211 -0.107
C -0.057 -1.242 0.713 -0.035
H 1.171 0.509 -1.883 0.082
H 1.861 -1.171 -1.234 0.091
H 0.562 1.284 -1.941 0.159
H -1.919 1.361 1.041 0.153
H -1.913 -1.011 1.895 0.116
H 0.238 -2.267 0.890 0.099
```

=====

# 3
The following is a DFT calculation (ωB97M-V/def2-TZVPD) of a cluster of 7 separate species, C54H90BIN3O17PS2 in total in a non-equilibrium geometry.

Output
**Net charge**: 0

Geometry as XYZ:
```
169
Properties=species:S:1:pos:R:3:lowdin_charge:R:1
C -1.643 -0.125 -3.857 -0.069
C -2.075 1.419 -4.159 -0.270
O -3.276 1.660 -3.369 -0.288
P -3.047 2.917 -2.247 0.695
O -2.821 4.273 -2.973 -0.351
C -1.563 2.614 -1.072 -0.188
C -1.514 3.851 -0.019 -0.224
C -1.826 3.428 1.496 -0.155
C -0.791 2.396 2.136 -0.039
C -1.394 1.338 3.146 -0.114
C -2.964 1.267 3.511 -0.231
C -3.621 -0.017 2.792 -0.763
C -2.925 -0.355 1.355 -0.163
I -5.790 0.043 2.642 0.779
C -0.495 0.282 3.894 0.031
C 1.035 0.261 3.641 -0.071
B 1.941 -0.821 4.463 -0.369
O 3.361 -0.621 4.739 0.000
C 1.284 -2.201 5.079 -0.168
C 2.374 -2.907 6.068 -0.137
C 1.608 1.299 2.643 -0.304
C 0.746 2.375 1.877 -0.135
N 1.378 3.358 0.972 -0.010
C 2.274 2.737 -0.022 -0.191
C 2.208 3.012 -1.567 -0.011
C 3.197 2.319 -2.566 -0.023
C 4.339 1.340 -2.095 -0.137
C 5.318 0.697 -3.190 -0.197
C 4.416 -0.341 -4.065 -0.463
S 4.946 -2.114 -3.878 0.886
C 3.478 -3.164 -3.491 -0.489
N 2.165 -3.189 -4.076 -0.041
N 1.311 -4.085 -3.517 -0.013
C 2.026 -4.745 -2.451 -0.052
O 3.328 -4.165 -2.480 -0.119
C 4.405 1.066 -0.564 -0.115
C 5.549 0.074 0.012 -0.208
C 4.972 -1.337 0.515 -0.105
C 3.402 1.723 0.413 -0.309
S 3.435 1.365 2.249 0.925
O -4.524 3.110 -1.371 -0.242
C -4.807 1.773 -0.835 -0.312
C -5.989 1.031 -1.684 -0.056
H -2.298 -0.786 -4.533 0.084
H -1.976 -0.311 -2.765 0.078
H -0.524 -0.301 -3.990 0.074
H -1.245 2.167 -3.924 0.100
H -2.365 1.580 -5.258 0.130
H -1.595 1.592 -0.567 0.081
H -0.631 2.751 -1.743 0.074
H -0.563 4.494 -0.138 0.102
H -2.377 4.554 -0.341 0.104
H -2.922 3.058 1.511 0.106
H -1.809 4.379 2.158 0.134
H -3.035 1.061 4.648 0.117
H -3.519 2.247 3.338 0.092
H -3.364 -0.929 3.455 0.078
H -1.889 -0.848 1.490 0.091
H -2.820 0.648 0.823 0.031
H -3.550 -1.126 0.769 0.079
H -0.992 -0.453 4.630 0.109
H 3.917 -1.140 4.118 0.096
H 0.372 -1.874 5.716 0.096
H 0.965 -2.937 4.262 0.110
H 1.930 -3.791 6.650 0.075
H 3.239 -3.243 5.379 0.081
H 2.826 -2.121 6.782 0.081
H 1.907 4.057 1.521 0.129
H 1.405 3.711 -2.001 0.089
H 3.146 2.481 -3.706 0.101
H 5.638 1.573 -3.873 0.121
H 6.217 0.152 -2.751 0.088
H 4.411 0.030 -5.157 0.092
H 3.334 -0.273 -3.682 0.086
H 1.636 -5.541 -1.741 0.142
H 5.952 0.613 0.956 0.098
H 6.444 -0.005 -0.696 0.102
H 5.879 -1.975 0.841 0.090
H 4.318 -1.212 1.444 0.044
H 4.466 -1.886 -0.348 0.069
H -5.064 1.884 0.271 0.067
H -3.894 1.074 -0.931 0.071
H -5.986 1.550 -2.711 0.086
H -6.969 1.147 -1.114 0.062
H -5.700 -0.077 -1.845 0.089
C -9.758 4.029 1.056 -0.063
C -10.388 3.220 -0.061 -0.220
O -9.664 2.002 -0.287 -0.006
C -9.865 0.865 0.401 -0.520
C -10.677 0.910 1.663 0.006
O -9.334 -0.167 0.043 0.075
H -9.784 3.489 2.005 0.068
H -10.281 4.979 1.184 0.081
H -8.707 4.230 0.833 0.082
H -11.449 3.020 0.111 0.110
H -10.329 3.789 -0.992 0.124
H -10.007 1.041 2.516 0.096
H -11.209 -0.037 1.765 0.092
H -11.436 1.688 1.669 0.043
C -16.355 -1.040 -0.637 -0.066
C -14.878 -1.191 -0.332 -0.227
O -14.277 0.082 -0.050 0.005
C -14.277 0.668 1.159 -0.515
C -15.183 0.134 2.232 0.013
O -13.607 1.660 1.353 0.077
H -16.902 -0.639 0.220 0.067
H -16.792 -2.004 -0.905 0.083
H -16.504 -0.342 -1.463 0.085
H -14.684 -1.904 0.473 0.116
H -14.368 -1.580 -1.216 0.126
H -16.123 0.688 2.214 0.100
H -14.697 0.280 3.198 0.095
H -15.382 -0.932 2.148 0.071
C 8.285 4.376 4.118 -0.064
C 7.654 3.566 3.003 -0.227
O 8.387 2.353 2.769 -0.007
C 8.202 1.210 3.454 -0.533
C 7.399 1.242 4.724 0.012
O 8.738 0.187 3.087 0.088
H 8.270 3.834 5.066 0.067
H 7.755 5.322 4.252 0.082
H 9.332 4.586 3.889 0.083
H 6.596 3.357 3.181 0.110
H 7.702 4.137 2.074 0.123
H 8.073 1.374 5.572 0.097
H 6.875 0.289 4.825 0.089
H 6.632 2.014 4.739 0.071
C 7.414 -8.154 -1.277 -0.071
C 6.176 -8.636 -0.549 -0.221
O 5.970 -7.895 0.665 -0.002
C 5.326 -6.715 0.737 -0.520
C 5.039 -5.961 -0.529 0.001
O 5.051 -6.238 1.817 0.086
H 7.319 -7.111 -1.581 0.062
H 7.596 -8.758 -2.168 0.070
H 8.287 -8.216 -0.623 0.083
H 5.282 -8.615 -1.178 0.115
H 6.318 -9.677 -0.250 0.121
H 5.847 -5.251 -0.716 0.107
H 4.103 -5.415 -0.402 0.073
H 4.903 -6.598 -1.399 0.042
C 8.041 -8.661 -6.582 -0.064
C 6.802 -9.140 -5.852 -0.225
O 6.598 -8.398 -4.640 -0.008
C 5.957 -7.218 -4.572 -0.497
C 5.670 -6.467 -5.841 0.020
O 5.681 -6.737 -3.494 0.084
H 7.948 -7.617 -6.887 0.068
H 8.220 -9.267 -7.472 0.083
H 8.915 -8.724 -5.929 0.085
H 5.908 -9.119 -6.480 0.116
H 6.943 -10.181 -5.553 0.124
H 6.480 -5.759 -6.028 0.102
H 4.735 -5.919 -5.714 0.093
H 5.534 -7.107 -6.710 0.072
C 1.675 8.859 1.036 -0.065
C 3.177 8.984 1.207 -0.231
O 3.734 7.784 1.761 -0.002
C 4.093 6.709 1.036 -0.527
C 3.643 6.610 -0.395 0.012
O 4.707 5.803 1.555 0.085
H 1.417 8.063 0.335 0.067
H 1.252 9.795 0.667 0.083
H 1.204 8.608 1.989 0.084
H 3.685 9.262 0.280 0.114
H 3.390 9.780 1.925 0.123
H 2.710 6.045 -0.438 0.083
H 4.410 6.081 -0.962 0.096
H 3.512 7.574 -0.883 0.071
```

=====

# 4
The following is a DFT calculation (ωB97M-V/def2-TZVPD) of a cluster of 10 separate species, C15H35Cl10N5O10 in total in a non-equilibrium geometry.

Output
**Net charge**: 0
**Energy above the lowest of the compared OMol25 structures with the same formula, charge and spin**: 2.607 eV

Geometry as XYZ:
```
75
Properties=species:S:1:pos:R:3:lowdin_charge:R:1
C -5.579 -32.908 -29.619 0.040
N -4.829 -34.054 -30.292 -0.417
O -5.262 -35.182 -30.222 0.068
O -3.673 -33.767 -30.660 0.033
H -5.624 -31.969 -30.170 0.092
H -5.033 -32.654 -28.710 0.096
H -6.598 -33.201 -29.369 0.090
C 2.434 -41.822 -24.479 0.027
N 3.594 -40.913 -24.529 -0.462
O 4.038 -40.691 -25.641 0.072
O 3.977 -40.511 -23.451 0.065
H 1.607 -41.269 -24.034 0.099
H 2.746 -42.559 -23.739 0.101
H 2.099 -42.219 -25.438 0.099
C -4.896 -47.178 -25.931 0.038
N -5.756 -47.350 -24.739 -0.422
O -5.659 -46.491 -23.843 0.038
O -6.430 -48.392 -24.648 0.043
H -3.849 -47.116 -25.635 0.107
H -5.174 -46.247 -26.426 0.099
H -5.321 -47.967 -26.551 0.097
C -11.179 -45.597 -30.322 0.056
N -10.078 -44.741 -29.678 -0.428
O -9.514 -43.915 -30.362 0.060
O -9.780 -44.951 -28.493 0.032
H -11.979 -45.703 -29.589 0.092
H -10.710 -46.553 -30.552 0.097
H -11.579 -45.102 -31.207 0.091
C -2.681 -41.638 -31.284 0.054
N -1.944 -42.807 -30.680 -0.472
O -0.723 -42.730 -30.603 0.044
O -2.546 -43.764 -30.347 0.082
H -3.640 -41.977 -31.676 0.095
H -2.076 -41.168 -32.059 0.097
H -2.805 -40.996 -30.412 0.100
Cl -7.759 -42.935 -19.328 0.532
C -6.734 -43.221 -17.918 -0.680
C -5.207 -43.408 -18.239 -0.707
Cl -4.554 -41.920 -18.755 0.590
H -7.074 -44.138 -17.437 0.062
H -7.041 -42.468 -17.192 0.062
H -5.014 -44.225 -18.935 0.075
H -4.702 -43.656 -17.306 0.065
Cl -8.012 -39.437 -26.372 0.520
C -6.270 -39.868 -26.411 -0.648
C -5.878 -40.475 -25.043 -0.664
Cl -4.243 -41.159 -25.227 0.534
H -5.741 -38.933 -26.596 0.067
H -6.214 -40.600 -27.216 0.060
H -6.608 -41.217 -24.720 0.064
H -5.828 -39.792 -24.195 0.067
Cl -2.718 -35.369 -22.884 0.526
C -1.824 -36.012 -21.485 -0.635
C -2.223 -35.163 -20.256 -0.685
Cl -3.960 -34.976 -19.924 0.525
H -0.744 -35.988 -21.628 0.077
H -2.120 -37.056 -21.374 0.064
H -1.825 -34.181 -20.507 0.058
H -1.702 -35.460 -19.345 0.070
Cl -13.950 -42.411 -24.638 0.497
C -12.588 -43.054 -23.630 -0.628
C -12.668 -44.581 -23.455 -0.695
Cl -14.114 -44.994 -22.561 0.552
H -12.537 -42.553 -22.663 0.073
H -11.720 -42.904 -24.271 0.061
H -11.780 -44.951 -22.943 0.073
H -12.657 -45.193 -24.357 0.068
Cl -11.445 -34.404 -23.974 0.504
C -10.002 -34.509 -22.893 -0.639
C -10.099 -35.762 -22.077 -0.674
Cl -11.519 -35.722 -21.008 0.532
H -9.983 -33.537 -22.402 0.068
H -9.137 -34.538 -23.555 0.070
H -9.266 -35.843 -21.379 0.067
H -10.142 -36.669 -22.680 0.073
```

=====

# 5
The following is a DFT calculation (ωB97M-V/def2-TZVPD) of a structure of composition C48H45Br3LaN8O3Si in a non-equilibrium geometry.

Output
**Net charge**: +1
**Energy above the lowest of the compared OMol25 structures with the same formula, charge and spin**: 0.392 eV

Geometry as XYZ:
```
109
Properties=species:S:1:pos:R:3:lowdin_charge:R:1
La -0.510 0.274 -0.156 1.774
C -4.849 -1.788 -1.233 -0.015
C -3.449 -1.261 -1.307 -0.270
N -2.725 -1.012 -0.269 -0.081
N -3.263 -1.265 0.950 0.048
C -2.395 -1.233 1.956 -0.470
O -1.147 -0.996 1.844 -0.246
C -3.008 -1.466 3.292 -0.159
C -2.244 -1.256 4.437 -0.034
C -2.815 -1.378 5.693 -0.071
C -4.153 -1.721 5.816 -0.078
C -4.914 -1.961 4.680 -0.072
C -4.347 -1.835 3.423 -0.023
C -2.804 -1.099 -2.620 -0.241
C -3.557 -1.038 -3.793 -0.003
C -2.911 -0.972 -5.014 -0.039
C -1.524 -1.016 -5.038 -0.040
C -0.854 -1.072 -3.828 -0.148
N -1.461 -1.078 -2.645 0.072
H -5.076 -2.044 -0.203 0.063
H -4.961 -2.671 -1.864 0.093
H -5.568 -1.037 -1.570 0.092
H -1.203 -0.980 4.332 0.095
H -2.218 -1.194 6.577 0.105
H -4.605 -1.802 6.797 0.105
H -5.956 -2.240 4.775 0.104
H -4.928 -2.013 2.532 0.100
H -4.637 -1.038 -3.746 0.113
H -3.482 -0.910 -5.931 0.116
H -0.980 -1.017 -5.972 0.111
H 0.229 -1.124 -3.800 0.097
O 3.787 5.674 1.685 0.105
C 3.050 4.744 1.067 -0.303
C 2.144 5.030 0.045 0.017
C 1.419 3.993 -0.505 -0.142
N 1.536 2.724 -0.114 -0.012
C 2.420 2.485 0.838 -0.692
Br 2.573 0.644 1.307 0.881
C 3.204 3.419 1.468 -0.021
H 3.609 6.553 1.337 0.123
H 1.997 6.044 -0.304 0.124
H 0.699 4.179 -1.294 0.113
H 3.900 3.159 2.252 0.128
Br 4.110 0.868 -5.949 0.800
C 2.963 0.839 -4.449 -0.661
C 3.322 0.134 -3.315 -0.074
C 2.418 0.121 -2.266 -0.135
N 1.246 0.750 -2.284 0.027
C 0.917 1.453 -3.377 -0.232
C 1.755 1.510 -4.487 -0.048
C -0.397 2.144 -3.371 -0.218
C -0.756 3.037 -4.378 -0.047
C -2.003 3.633 -4.335 -0.660
Br -2.511 4.839 -5.695 0.810
C -2.871 3.342 -3.296 -0.073
C -2.425 2.457 -2.333 -0.122
N -1.228 1.874 -2.356 0.035
H 4.256 -0.405 -3.254 0.112
H 2.643 -0.447 -1.377 0.064
H 1.475 2.042 -5.383 0.103
H -0.083 3.279 -5.185 0.103
H -3.849 3.796 -3.233 0.115
H -3.063 2.204 -1.492 0.116
C 2.969 -5.824 0.755 0.012
N 2.712 -4.403 0.918 -0.065
N 2.190 -3.666 -0.129 0.065
C 1.492 -2.589 0.381 -0.417
O 0.998 -1.707 -0.356 -0.230
C 1.541 -2.721 1.795 0.051
C 2.262 -3.847 2.074 -0.242
C 2.552 -4.474 3.390 0.004
C 2.730 -3.715 -1.438 -0.190
C 1.889 -3.494 -2.524 -0.011
C 2.422 -3.477 -3.803 -0.074
C 3.777 -3.694 -4.009 -0.079
C 4.608 -3.926 -2.922 -0.069
C 4.092 -3.927 -1.636 -0.021
H 3.230 -6.033 -0.277 0.088
H 2.092 -6.419 1.021 0.105
H 3.803 -6.114 1.392 0.100
H 1.065 -2.051 2.491 0.107
H 2.203 -3.822 4.186 0.092
H 3.621 -4.644 3.515 0.095
H 2.044 -5.436 3.483 0.095
H 0.832 -3.336 -2.360 0.115
H 1.769 -3.309 -4.651 0.107
H 4.185 -3.687 -5.011 0.109
H 5.665 -4.100 -3.072 0.111
H 4.747 -4.069 -0.786 0.120
C -1.720 4.176 0.946 -0.257
Si -1.386 2.408 1.634 0.452
C -3.011 2.035 2.587 -0.232
C -0.133 2.697 3.065 -0.319
C 0.317 1.590 3.792 -0.160
C 1.204 1.723 4.851 -0.096
C 1.675 2.980 5.206 -0.098
C 1.240 4.094 4.504 -0.096
C 0.342 3.952 3.453 -0.110
H -2.113 4.830 1.731 0.026
H -2.459 4.162 0.140 0.000
H -0.813 4.639 0.554 -0.015
H -3.364 2.918 3.128 0.027
H -2.850 1.247 3.324 0.005
H -3.815 1.700 1.924 0.014
H -0.047 0.604 3.519 0.058
H 1.536 0.845 5.394 0.100
H 2.364 3.091 6.034 0.100
H 1.596 5.079 4.783 0.102
H 0.007 4.838 2.924 0.091
```

=====

# 6
The following is a DFT calculation (ωB97M-V/def2-TZVPD) of a cluster of 2 separate species, CHNOS in total in a non-equilibrium geometry.

Output
**Net charge**: 0
**Energy above the lowest of the compared OMol25 structures with the same formula, charge and spin**: 3.322 eV

Geometry as XYZ:
```
5
Properties=species:S:1:pos:R:3:lowdin_charge:R:1
C -0.599 0.010 -0.025 -1.038
N 0.652 0.178 -0.582 0.037
O 0.018 1.118 0.327 -0.029
S -1.869 -0.910 0.135 0.755
H 1.798 -0.396 0.145 0.276
```

=====

# 7
The following is a DFT calculation (ωB97M-V/def2-TZVPD) of a cluster of 2 separate species, C8H12NO2 in total in a non-equilibrium geometry.

Output
**Net charge**: +1
**Energy above the lowest of the compared OMol25 structures with the same formula, charge and spin**: 3.091 eV

Geometry as XYZ:
```
23
Properties=species:S:1:pos:R:3:lowdin_charge:R:1
C -2.087 0.126 -0.960 0.023
C -2.879 1.079 -0.412 0.001
C -2.493 -0.306 1.197 -0.037
C -1.735 -0.788 0.159 -0.130
C -0.663 -1.575 0.413 -0.042
C 0.796 1.111 -0.817 -0.084
C 1.924 0.402 1.249 -0.095
C 1.968 -1.091 -0.787 -0.027
N 1.197 0.002 0.061 -0.336
O -0.083 -2.449 0.817 0.332
O -3.172 0.752 0.910 0.102
H -2.045 -0.081 -2.027 0.140
H -3.299 1.974 -0.638 0.116
H -2.758 -0.817 2.143 0.187
H 1.775 1.532 -1.146 0.102
H 0.457 0.585 -1.773 0.106
H 0.158 1.740 -0.166 0.102
H 1.435 1.287 1.847 0.128
H 1.947 -0.464 1.938 0.096
H 2.868 0.812 0.990 0.074
H 2.599 -1.791 -0.179 0.113
H 1.326 -1.458 -1.481 0.037
H 2.767 -0.581 -1.337 0.090
```

=====

Lowest unoccupied orbital energy per entry: 0.0; -0.2; -0.2; -0.1; -3.0; -0.8; -4.6 eV